The following is a quantum chemistry calculation of C38H34IrN2O3Si as an isolated structure, from the OMol25 dataset.

Geometry (Å):
1 Ir -0.34617 1.05023 0.34313
2 C -1.17703 1.54393 -3.28959
3 O -0.17742 1.09834 -2.39392
4 C 1.12422 1.39953 -2.69328
5 C 1.52497 1.63805 -3.99621
6 C 2.85678 1.90358 -4.29853
7 C 3.77940 1.92097 -3.26827
8 C 3.38094 1.69191 -1.96077
9 C 2.04354 1.44062 -1.61765
10 N 1.63466 1.24445 -0.29793
11 N 2.67377 1.28624 0.54940
12 C 2.60130 0.96071 1.85471
13 C 1.48803 0.52392 2.62300
14 O 0.24381 0.46013 2.19036
15 C 1.68096 0.10811 3.96650
16 C 2.88693 0.15562 4.59274
17 C 4.02648 0.64225 3.89422
18 C 5.28718 0.72664 4.52492
19 C 6.38710 1.19595 3.85880
20 C 6.25451 1.60285 2.51974
21 C 5.04008 1.52637 1.88683
22 C 3.88868 1.04276 2.54708
23 H -1.20167 0.93791 -4.19864
24 H -1.01949 2.59307 -3.55889
25 H -2.12394 1.43482 -2.76623
26 H 0.79302 1.60129 -4.79212
27 H 3.15377 2.08274 -5.32380
28 H 4.82547 2.11567 -3.47279
29 H 4.10528 1.70869 -1.16307
30 H 0.79574 -0.24984 4.47889
31 H 2.99223 -0.16566 5.62258
32 H 5.36508 0.40869 5.55939
33 H 7.34736 1.25442 4.35700
34 H 7.11606 1.98229 1.98291
35 H 4.94096 1.84357 0.86014
36 C 1.39045 -4.57703 -0.62882
37 C 0.11813 -4.64873 -1.17775
38 C -0.75983 -3.58129 -1.03930
39 C -0.39414 -2.41788 -0.35697
40 C 0.89432 -2.37000 0.18620
41 C 1.77648 -3.43346 0.05659
42 Si -1.56694 -0.94776 -0.06512
43 C -2.79778 -1.01549 -1.51363
44 C -4.15885 -0.74920 -1.34143
45 C -5.04479 -0.75967 -2.41125
46 C -4.58834 -1.05057 -3.68943
47 C -3.24148 -1.32648 -3.88588
48 C -2.36347 -1.30215 -2.81171
49 C -2.62625 -1.45309 1.43736
50 C -2.69505 -0.67740 2.59471
51 C -3.49088 -1.05281 3.67188
52 C -4.23174 -2.22317 3.61489
53 C -4.16391 -3.02229 2.47989
54 C -3.36866 -2.63796 1.41055
55 H 2.07920 -5.40641 -0.73862
56 H -0.19162 -5.53691 -1.71671
57 H -1.74839 -3.65776 -1.48054
58 H 1.21766 -1.48071 0.71608
59 H 2.76859 -3.36263 0.48594
60 H -4.53738 -0.53707 -0.34655
61 H -6.09537 -0.55143 -2.24465
62 H -5.27685 -1.06363 -4.52596
63 H -2.87412 -1.55613 -4.87967
64 H -1.31167 -1.50813 -2.98382
65 H -2.08669 0.21770 2.67117
66 H -3.52170 -0.43318 4.56063
67 H -4.84989 -2.51996 4.45410
68 H -4.72892 -3.94607 2.43108
69 H -3.32430 -3.27584 0.53304
70 C -3.43199 2.36656 0.25099
71 O -2.41063 3.19197 -0.29570
72 C -1.12687 2.81412 -0.13993
73 C -0.25784 3.87356 -0.76306
74 H -4.19262 2.22117 -0.51536
75 H -3.86116 2.87652 1.11454
76 H -3.02328 1.40273 0.55225
77 H -0.75355 4.84625 -0.72905
78 H -0.04269 3.63439 -1.81029
79 H 0.70229 3.92655 -0.25134

Cartesian forces (eV/Å) of the 2 atoms listed first:
Ir -0.3 0.4 0.1
C 0.0 0.1 0.0

## Properties
Maximum force ... 0.539 eV Å⁻¹
Multiplicity ... 5
Net charge ... -1
Relative energy (zero: lowest compared OMol25 entry of this formula, charge and spin) ... 0.00 kcal/mol
Gap between HOMO and LUMO (alpha / beta) ... 5.406 / 6.867 eV


The following is a quantum chemistry calculation of C5H11NO as an isolated structure, from the OMol25 dataset.

Geometry (Å):
1 C 1.84272 1.76753 -0.07028
2 C 0.45094 1.27066 0.22923
3 C 0.00419 0.01632 -0.29301
4 C -0.19903 -1.28492 1.38143
5 N -1.27720 -0.13181 -0.81836
6 C -1.70051 -1.28197 -1.44177
7 O -1.00680 -2.25954 -1.60172
8 H 2.56546 0.94124 -0.08195
9 H 1.93024 2.27908 -1.04219
10 H 2.18414 2.47088 0.69683
11 H 0.24441 0.09796 1.05192
12 H -0.32991 1.99105 0.46964
13 H 0.73790 -0.64693 -0.74409
14 H 0.63737 -1.39309 2.08632
15 H -1.13769 -1.07690 1.90994
16 H -0.28780 -2.19404 0.78248
17 H -1.91402 0.64636 -0.71988
18 H -2.74441 -1.21190 -1.79453

Cartesian forces (eV/Å) of the 2 atoms listed first:
C 0.1 0.0 0.0
C -0.1 0.2 -0.2

## Properties
Maximum force ... 0.475 eV Å⁻¹
Multiplicity ... 1
Relative energy (zero: lowest compared OMol25 entry of this formula, charge and spin) ... 122.19 kcal/mol
Gap between HOMO and LUMO ... 7.670 eV


The following is a quantum chemistry calculation of C21H19N6O3S4V as an isolated structure, from the OMol25 dataset.

Geometry (Å):
1 V -0.20418 -0.88466 -0.18250
2 C 5.58253 -1.81320 1.34883
3 C 4.27674 -1.68976 2.04023
4 N 4.03677 -1.99146 3.27856
5 N 2.70842 -1.70387 3.42984
6 C 2.12561 -1.21060 2.33242
7 S 0.49080 -0.75579 2.24930
8 N 3.13713 -1.20336 1.42999
9 N 3.03364 -0.69074 0.13214
10 H 6.29653 -2.25525 2.03819
11 H 5.96015 -0.83762 1.03767
12 H 5.49582 -2.44499 0.46443
13 H 2.23891 -1.87292 4.30344
14 H 3.93185 -0.30227 -0.13089
15 H 2.77660 -1.42342 -0.53250
16 S -4.43721 0.87594 -1.00976
17 C -3.59350 2.32710 -0.57690
18 C -4.00780 3.64750 -0.72520
19 C -3.19180 4.64634 -0.22943
20 C -1.99927 4.32588 0.43051
21 C -1.59258 3.01351 0.56999
22 C -2.37953 1.99925 0.02787
23 N -2.11135 0.62937 0.08441
24 C -3.12556 -0.05715 -0.36983
25 C -3.12630 -1.50986 -0.24515
26 C -4.27310 -2.27346 -0.42833
27 C -4.21897 -3.63591 -0.19395
28 C -3.02108 -4.20010 0.22925
29 C -1.87857 -3.42388 0.38395
30 C -1.88904 -2.04946 0.13554
31 H -4.95019 3.88383 -1.20156
32 H -3.48973 5.68123 -0.33134
33 H -1.39216 5.11772 0.84981
34 H -0.69389 2.76490 1.11728
35 H -5.20290 -1.80977 -0.74139
36 H -5.09913 -4.25051 -0.32869
37 H -2.97078 -5.26557 0.41948
38 H -0.95507 -3.90886 0.67382
39 C 1.71772 3.54847 -1.54525
40 C 1.95650 3.04030 -0.27970
41 C 1.35537 1.85212 0.08637
42 N 0.54809 1.15173 -0.72092
43 C 0.31358 1.66575 -1.93846
44 C 0.86975 2.84830 -2.38540
45 H 2.17686 4.47425 -1.86722
46 H 2.59372 3.55494 0.42622
47 H 1.50093 1.44118 1.07578
48 H -0.35025 1.09979 -2.57516
49 H 0.63764 3.20004 -3.38059
50 O 2.32103 -2.41968 -2.17541
51 S 0.97729 -2.80415 -1.77636
52 O 0.87177 -2.40200 -0.25181
53 O 0.62723 -4.17997 -1.95156
54 S -0.40501 -1.51922 -2.52005

Cartesian forces (eV/Å) of the 2 atoms listed first:
V -0.9 0.9 0.7
C 0.0 0.0 0.0

## Properties
Maximum force ... 1.454 eV Å⁻¹
Multiplicity ... 3
Relative energy (zero: lowest compared OMol25 entry of this formula, charge and spin) ... 7.50 kcal/mol
Gap between HOMO and LUMO (alpha / beta) ... 7.827 / 7.895 eV


The following is a quantum chemistry calculation of C16H17FIrN2O4Si as an isolated structure, from the OMol25 dataset.

Geometry (Å):
1 Ir -1.31743 0.96173 -0.72109
2 O -2.26077 -2.62093 -2.50373
3 C -2.01408 -1.58117 -1.76721
4 O -1.36205 -0.62037 -2.17522
5 C -2.54931 -1.57962 -0.37387
6 C -3.12364 -2.60213 0.33109
7 C -3.52068 -2.36127 1.65410
8 C -3.34597 -1.10943 2.21694
9 C -2.75023 -0.12343 1.44253
10 N -2.36436 -0.38350 0.20446
11 C -2.45322 1.32752 1.85285
12 O -2.87435 1.74917 2.88869
13 O -1.73427 1.97484 0.95449
14 H -1.88899 -2.49505 -3.39439
15 H -3.23922 -3.57175 -0.13497
16 H -3.96757 -3.15160 2.24258
17 H -3.65570 -0.87688 3.22688
18 C 0.66075 -2.20865 0.03914
19 Si 1.23060 -0.57455 0.74857
20 C 3.06317 -0.71852 1.03196
21 C 0.43404 -0.23204 2.39642
22 N 0.70748 0.70542 -0.37547
23 C 1.49160 1.64392 -1.06139
24 C 2.89337 1.69545 -1.03404
25 C 3.59257 2.64838 -1.75872
26 C 2.93807 3.59703 -2.53321
27 C 1.55712 3.57710 -2.57517
28 C 0.92134 2.60935 -1.84486
29 F -0.47271 2.55146 -1.85922
30 H 1.03756 -3.02810 0.65762
31 H 1.04802 -2.34399 -0.97370
32 H -0.41975 -2.29341 0.01160
33 H 3.21145 -1.53810 1.74089
34 H 3.49456 0.18011 1.47502
35 H 3.61448 -0.96909 0.12434
36 H 0.78082 -0.96593 3.13032
37 H -0.64814 -0.29198 2.36069
38 H 0.70812 0.76230 2.75430
39 H 3.43359 0.98006 -0.44042
40 H 4.67360 2.64854 -1.71514
41 H 3.48866 4.34072 -3.09070
42 H 0.98145 4.28840 -3.15293

Cartesian forces (eV/Å) of the 2 atoms listed first:
Ir 0.8 0.5 0.7
O -0.2 -0.3 0.1

## Properties
Maximum force ... 1.153 eV Å⁻¹
Multiplicity ... 1
Net charge ... +1
Relative energy (zero: lowest compared OMol25 entry of this formula, charge and spin) ... 7.63 kcal/mol
Gap between HOMO and LUMO (alpha / beta) ... 5.499 / 5.497 eV


The following is a quantum chemistry calculation of one molecule with the formula C3H8FNO, from the OMol25 dataset.

Geometry (Å):
1 N 0.08225 1.58855 -0.14899
2 C -0.02217 0.31430 0.49812
3 C -0.92692 -0.76882 -0.09022
4 O -2.24265 -0.26261 -0.00242
5 C 1.35962 -0.25195 0.65099
6 F 1.77449 -0.56181 -0.69010
7 H -0.82604 1.87480 -0.52737
8 H 0.69444 1.43156 -0.97146
9 H -0.46687 0.46606 1.51631
10 H -0.83190 -1.61621 0.58988
11 H -0.54301 -1.07825 -1.05432
12 H -2.67281 -0.21001 -0.85887
13 H 1.47371 -1.10042 1.26292
14 H 2.10435 0.50851 0.96269

Cartesian forces (eV/Å) of the 2 atoms listed first:
N 0.1 0.1 -1.7
C -0.3 -0.7 2.0

## Properties
Maximum force ... 2.704 eV Å⁻¹
Structure (SMILES) ... N[C@@H](CO)CF
Multiplicity ... 1
Relative energy (zero: lowest compared OMol25 entry of this formula, charge and spin) ... 23.26 kcal/mol
Gap between HOMO and LUMO ... 10.322 eV


The following is a quantum chemistry calculation of C2HBr4F as an isolated structure, from the OMol25 dataset.

Geometry (Å):
1 C -0.20331 -0.32130 -0.09914
2 C 0.22629 1.04008 -0.12802
3 F -0.66951 -0.75543 -1.23746
4 Br -2.62678 -0.36583 1.89216
5 Br -0.04124 1.92520 -1.69145
6 Br 1.10660 1.79633 1.31756
7 Br 2.36663 -2.15760 -0.66710
8 H -0.15868 -1.16143 0.61345

Cartesian forces (eV/Å) of the 2 atoms listed first:
C 1.4 2.9 0.4
C -0.9 -4.6 1.3

## Properties
Maximum force ... 4.852 eV Å⁻¹
Multiplicity ... 1
Relative energy (zero: lowest compared OMol25 entry of this formula, charge and spin) ... 62.83 kcal/mol
Gap between HOMO and LUMO (alpha / beta) ... 5.767 / 5.623 eV


The following is a quantum chemistry calculation of one molecule with the formula C24H27ClN4O4, from the OMol25 dataset.

Geometry (Å):
1 C 5.27560 3.24129 -2.07337
2 C 3.86051 2.92146 -1.60999
3 C 3.87637 2.09205 -0.32868
4 C 2.49736 1.74783 0.14497
5 N 1.49576 2.21338 -0.50782
6 C 0.22855 1.91020 -0.09988
7 C -0.86867 2.42150 -0.80256
8 C -2.14957 2.11522 -0.41149
9 C -2.38573 1.26840 0.68482
10 N -3.67643 0.94514 1.09750
11 C -4.78331 0.58557 0.36050
12 O -5.81297 0.27938 0.92709
13 N -4.65783 0.63896 -1.00082
14 C -5.64723 -0.04287 -1.80346
15 C -5.15740 -1.42996 -2.26028
16 C -4.59010 -2.16314 -1.06114
17 O -3.45859 -2.01844 -0.66888
18 O -5.49628 -2.94866 -0.49848
19 C -5.12628 -3.65068 0.69347
20 C -4.93931 -2.71832 1.88164
21 C -1.30691 0.79081 1.41128
22 C -0.00649 1.10574 1.02709
23 C 1.12973 0.59564 1.78169
24 O 1.04745 -0.08982 2.78342
25 N 2.37771 0.95710 1.26326
26 C 3.54116 0.43184 1.95897
27 C 4.24255 -0.65203 1.18371
28 C 5.62999 -0.69995 1.12678
29 C 6.27593 -1.70477 0.42980
30 C 5.52499 -2.66959 -0.22225
31 Cl 6.32518 -3.92361 -1.10257
32 C 4.14019 -2.64081 -0.17381
33 C 3.50681 -1.63496 0.53167
34 H 5.83211 2.32639 -2.26645
35 H 5.25180 3.82653 -2.98880
36 H 5.80913 3.81314 -1.31684
37 H 3.33059 2.36632 -2.38359
38 H 3.30620 3.84269 -1.43232
39 H 4.39311 2.65149 0.45737
40 H 4.43729 1.16905 -0.49745
41 H -0.68258 3.06806 -1.64514
42 H -2.98781 2.55740 -0.92818
43 H -3.77663 0.70774 2.07575
44 H -3.71395 0.59607 -1.35987
45 H -5.88282 0.56923 -2.67890
46 H -6.54023 -0.14503 -1.18209
47 H -5.98630 -1.99235 -2.68502
48 H -4.36232 -1.31508 -2.99898
49 H -5.95283 -4.34354 0.86138
50 H -4.20517 -4.21110 0.49920
51 H -4.00761 -2.16779 1.77991
52 H -4.90791 -3.30024 2.79831
53 H -5.76031 -2.00644 1.93105
54 H -1.44993 0.16426 2.27914
55 H 4.23058 1.24377 2.20236
56 H 3.15168 0.00870 2.89405
57 H 6.21470 0.05412 1.63327
58 H 7.35310 -1.73907 0.38922
59 H 3.56509 -3.40014 -0.67940
60 H 2.42828 -1.61805 0.57984

Cartesian forces (eV/Å) of the 2 atoms listed first:
C -0.2 0.0 0.1
C 0.2 -0.1 0.1

## Properties
Maximum force ... 0.826 eV Å⁻¹
Structure (SMILES) ... CCCc1nc2ccc(NC(=O)NCCC(=O)OCC)cc2c(=O)n1Cc1ccc(Cl)cc1
Multiplicity ... 1
Relative energy (zero: lowest compared OMol25 entry of this formula, charge and spin) ... 10.45 kcal/mol
Gap between HOMO and LUMO ... 8.576 eV


The following is a quantum chemistry calculation of C22H20F3N2O3PdS as an isolated structure, from the OMol25 dataset.

Geometry (Å):
1 Pd -0.09185 -0.05197 1.38050
2 C 1.04991 -4.82438 -2.91125
3 C 0.68627 -4.98656 -1.43376
4 N -0.31283 -4.02455 -0.98160
5 C -1.71045 -4.43510 -0.97743
6 C -2.46176 -4.12237 -2.27335
7 C 0.08515 -2.76643 -0.65559
8 S -1.13518 -1.61107 -0.25639
9 N 1.38116 -2.53198 -0.75960
10 C 2.11420 -1.68548 -0.04288
11 O 1.83551 -1.20732 1.07483
12 C 3.44850 -1.34822 -0.63649
13 C 4.19032 -0.31730 -0.06659
14 C 5.41329 0.04391 -0.60765
15 C 5.90917 -0.63021 -1.71524
16 C 5.18178 -1.67185 -2.27487
17 C 3.95594 -2.03082 -1.73756
18 H 1.92935 -5.42430 -3.15319
19 H 1.27510 -3.77833 -3.11707
20 H 0.23122 -5.13779 -3.55965
21 H 1.58172 -4.86082 -0.82977
22 H 0.28956 -5.98653 -1.25495
23 H -2.21119 -3.94869 -0.14124
24 H -1.72978 -5.51222 -0.80342
25 H -2.51199 -3.04659 -2.42587
26 H -3.47976 -4.51344 -2.21932
27 H -1.96361 -4.57978 -3.12884
28 H 3.78165 0.18699 0.79899
29 H 5.98083 0.85461 -0.16791
30 H 6.86102 -0.33869 -2.14251
31 H 5.57503 -2.20054 -3.13471
32 H 3.37232 -2.83914 -2.15730
33 F -3.52401 8.68718 2.57857
34 C -4.30222 7.82323 1.87982
35 F -4.58972 8.42429 0.70750
36 F -5.46658 7.74040 2.56636
37 C -3.64279 6.49696 1.70863
38 C -3.34059 6.00491 0.44640
39 C -2.69286 4.78973 0.31796
40 C -2.32905 4.04704 1.44691
41 C -2.64896 4.55800 2.71387
42 C -3.29718 5.76897 2.84378
43 C -1.64976 2.80144 1.33044
44 C -1.03916 1.75484 1.23779
45 H -3.61066 6.57566 -0.43150
46 H -2.45620 4.39955 -0.66245
47 H -2.37601 3.98637 3.59036
48 H -3.53839 6.16311 3.82312
49 O 0.80389 -0.26995 5.25562
50 C 0.49230 -0.18126 4.08146
51 O -0.39193 -0.82433 3.42060
52 H 1.07926 0.58081 3.45645

Cartesian forces (eV/Å) of the 2 atoms listed first:
Pd -0.1 0.3 -1.0
C -0.1 0.0 0.1

## Properties
Maximum force ... 2.013 eV Å⁻¹
Multiplicity ... 1
Net charge ... -1
Relative energy (zero: lowest compared OMol25 entry of this formula, charge and spin) ... 21.81 kcal/mol
Gap between HOMO and LUMO (alpha / beta) ... 6.617 / 6.604 eV